--- a ---
The following is a quantum chemistry calculation of a structure of composition C6H15N3, from the OMol25 dataset.

Atoms and positions in Å:
C 0.7760 0.5531 0.7389
C -1.3960 0.3530 0.3206
C 0.9583 -1.4829 -2.1291
C 1.0072 1.8507 -0.0018
C -1.9633 0.8929 1.6033
N 1.8460 -0.4198 0.4445
N -1.8295 -0.8428 -0.1274
C 0.8597 -1.3917 0.2534
N 0.4012 -1.9160 -0.8572
H 2.3194 -0.1917 -0.4247
H 0.7243 0.6913 1.8191
H -1.2823 1.0815 -0.4774
H -2.0735 -1.4745 0.6319
H -1.0001 -1.4105 -0.7381
H 0.4792 -1.8246 1.1750
H 2.0353 -1.6707 -2.1966
H 0.4779 -2.0556 -2.9223
H 0.7925 -0.4156 -2.3276
H 0.2706 2.6063 0.2769
H 1.9921 2.2749 0.2264
H 0.9464 1.7074 -1.0829
H -1.4423 1.7963 1.9177
H -1.8772 0.1538 2.4023
H -3.0219 1.1351 1.4751

Gap between HOMO and LUMO, eV: 8.40
Total charge: 0
HOMO energy, eV: -7.36

***

--- b ---
The following is a quantum chemistry calculation of the molecule C6H15N3, from the OMol25 dataset.

Atoms and positions in Å:
C -0.2662 -1.0644 2.3928
C -1.1895 -0.7107 1.4911
C -1.0158 -0.2497 0.0567
N -1.8155 -1.2003 -0.7485
C 0.4713 -0.0037 -0.5288
C 0.3983 0.3519 -2.0307
N 1.3165 -1.1840 -0.3882
N 1.3008 1.0057 0.1076
C 0.5915 2.1657 0.6227
H 0.7961 -1.0701 2.1765
H -0.5623 -1.3808 3.3888
H -2.2306 -0.7529 1.8144
H -1.5468 0.7088 -0.0137
H -1.2497 -2.0193 -0.9520
H -2.0339 -0.7708 -1.6454
H 0.0087 -0.4815 -2.6271
H -0.2440 1.2221 -2.2051
H 1.3886 0.5881 -2.4427
H 2.0709 -1.1362 -1.0679
H 0.7803 -2.0233 -0.5800
H 1.7740 0.5360 0.8771
H -0.0576 2.6213 -0.1315
H 1.3178 2.9264 0.9259
H -0.0030 1.9216 1.5081

SMILES: C=C[C@H](N)[C@](C)(N)NC
Gap between HOMO and LUMO, eV: 9.53
Total charge: 0
HOMO energy, eV: -8.57

***

It is b that is most stable; the runner-up trails by 2.561 eV.

***

--- a ---
The following is a quantum chemistry calculation of a cluster of 2 separate species, C4H10NO3 in total, from the OMol25 dataset.

Atoms and positions in Å:
C -2.4954 -1.3463 -0.7426
N -1.6646 -0.0977 -1.1506
C 0.8799 -0.3565 -1.5701
C -0.3120 -0.2448 -0.5749
C -0.1295 1.1293 0.2378
O -0.3248 1.1369 1.4243
O 0.3339 2.1476 -0.3750
H -3.1351 -1.1067 0.1892
H -1.9155 -2.2552 -0.5713
H -3.4009 -1.3336 -1.4821
H -2.2392 0.6446 -0.7047
H 0.7021 0.4301 -2.4093
H 1.8583 0.0336 -1.2329
H 0.9693 -1.3111 -2.0544
H -0.4568 -1.1673 -0.0263
H 3.5874 0.9629 2.9575
H 3.6231 1.2446 4.4824
O 4.1198 1.4897 3.6030

Gap between HOMO and LUMO, eV: 7.36
Total charge: -1
HOMO energy, eV: -3.83

***

--- b ---
The following is a quantum chemistry calculation of a cluster of 2 separate species, C4H10NO3 in total, from the OMol25 dataset.

Atoms and positions in Å:
C -0.8464 1.4882 0.9524
N -1.1930 0.1887 0.6622
C -1.7057 -0.0228 -0.7374
C -0.5778 -1.0455 1.2930
C 0.8966 -1.3269 0.6302
O 0.8788 -1.6785 -0.6272
O -1.0221 2.4382 0.1862
H -0.5200 1.8228 2.0517
H -1.7834 -1.1025 -0.8455
H -2.7255 0.3346 -0.6495
H -1.1759 0.4944 -1.5192
H -0.3958 -0.9628 2.2880
H -1.3687 -1.8326 1.1956
H 1.2055 -2.1779 1.2194
H 1.5215 -0.4199 0.8912
H 2.2253 0.6956 -2.2957
H 2.5031 -0.4137 -1.1713
O 2.9265 0.2007 -1.8876

Gap between HOMO and LUMO, eV: 6.97
Total charge: -1
HOMO energy, eV: -3.07

***

--- c ---
The following is a quantum chemistry calculation of a cluster of 2 separate species, C4H10NO3 in total, from the OMol25 dataset.

Atoms and positions in Å:
C 2.4932 -0.6548 0.3876
N 1.4491 -0.0905 1.2356
C 0.4910 -1.1186 1.6095
O -0.6852 -0.5664 2.1028
H 3.0104 -1.4414 0.9539
H 3.2186 0.1171 0.1275
H 2.0789 -1.0871 -0.5312
H 0.9108 0.5649 0.6710
H 0.2752 -1.7850 0.7603
H 0.8951 -1.6961 2.4515
H -1.0815 0.0288 1.4323
O -0.2080 -0.3226 -1.7600
C -0.9740 0.5688 -1.3707
O -1.1780 0.9389 -0.1844
C -1.7438 1.3558 -2.4471
H -2.1466 2.2750 -2.0332
H -1.0528 1.5840 -3.2646
H -2.5607 0.7636 -2.8583

Gap between HOMO and LUMO, eV: 8.88
Total charge: -1
HOMO energy, eV: -4.69

***

It is c that is most stable; the runner-up trails by 2.118 eV.